# 1
ORCA calculation (the ωB97M-V functional and the def2-TZVPD basis) on a cluster of 2 separate species, C17H39BN8O2P in total at a distorted geometry.

LUMO level: -2.29 eV
Total charge: +1
HOMO level: -11.38 eV
Spin multiplicity: 1
Kohn-Sham gap: 9.09 eV
Energy: -1625.65868 a.u.

```
68
C17H39BN8O2P (the ωB97M-V functional and the def2-TZVPD basis)
N -4.416 -1.533 3.583
C -4.346 -1.796 2.467
C -4.275 -2.199 1.070
B -5.146 -3.517 0.736
N -6.175 -3.438 -0.240
O -4.871 -4.677 1.419
C -2.775 -2.407 0.621
C -2.841 -3.066 -0.679
N -2.905 -3.664 -1.659
C -2.003 -3.227 1.688
C -1.007 -4.281 1.209
C 0.405 -3.774 0.851
C 0.696 -3.565 -0.644
N 1.202 -2.211 -0.914
C 0.959 -1.673 -2.173
N 0.045 -2.114 -2.929
N 1.855 -0.568 -2.492
P -2.032 -0.717 0.398
N -1.268 -0.169 1.650
H -4.700 -1.375 0.490
H -6.217 -4.225 -0.876
H -6.157 -2.598 -0.803
H -4.699 -5.431 0.845
H -2.747 -3.708 2.318
H -1.469 -2.528 2.334
H -0.868 -4.952 2.057
H -1.424 -4.898 0.412
H 1.109 -4.506 1.242
H 0.585 -2.849 1.408
H 1.476 -4.260 -0.953
H -0.194 -3.788 -1.230
H 1.005 -1.563 -0.160
H 0.041 -1.643 -3.830
H 2.108 -0.674 -3.471
H 1.266 0.266 -2.485
H -3.109 0.078 -0.033
H -1.228 -0.859 -0.747
H -1.687 0.669 2.035
C 2.033 0.964 0.683
C 2.338 2.392 1.057
N 3.224 3.126 0.067
C 4.547 2.416 0.012
C 3.531 4.510 0.601
C 2.377 5.491 0.726
C 2.716 3.134 -1.359
C 1.315 3.631 -1.662
O 0.354 2.839 -1.011
C -0.887 3.478 -0.725
H 2.922 0.334 0.680
H 1.344 0.548 1.420
H 1.556 0.889 -0.288
H 2.880 2.434 2.003
H 1.425 2.964 1.172
H 4.944 2.346 1.022
H 5.222 2.990 -0.617
H 4.407 1.427 -0.409
H 4.304 4.919 -0.049
H 3.977 4.333 1.579
H 2.163 5.994 -0.212
H 2.676 6.265 1.432
H 1.463 5.041 1.109
H 2.806 2.105 -1.706
H 3.431 3.743 -1.914
H 1.207 3.528 -2.750
H 1.189 4.688 -1.432
H -0.944 4.471 -1.173
H -1.013 3.565 0.356
H -1.698 2.869 -1.124
```

# 2
ORCA calculation (the ωB97M-V functional and the def2-TZVPD basis) on a structure of composition C17H39Cl8N3O4 at a distorted geometry.

LUMO level: 0.32 eV
Total charge: 0
HOMO level: -8.14 eV
Spin multiplicity: 1
Energy above the lowest of the compared OMol25 structures with the same formula, charge and spin: 1945.6 kJ/mol
Kohn-Sham gap: 8.46 eV
Energy: -4817.16378 a.u.

```
71
C17H39Cl8N3O4 (the ωB97M-V functional and the def2-TZVPD basis)
Cl -15.986 11.198 -24.073
C -17.110 12.560 -24.201
C -18.500 12.021 -24.175
Cl -18.616 11.040 -25.607
H -16.837 13.180 -25.055
H -16.937 13.134 -23.290
H -19.365 12.683 -24.194
H -18.532 11.470 -23.236
Cl -15.488 14.057 -22.262
C -15.699 15.753 -21.634
C -16.155 15.804 -20.112
Cl -17.806 15.323 -20.095
H -16.288 16.386 -22.298
H -14.753 16.282 -21.755
H -16.014 16.714 -19.528
H -15.645 15.073 -19.484
Cl -17.569 17.783 -24.613
C -17.727 16.881 -26.213
C -17.918 15.376 -26.077
Cl -16.355 14.734 -25.581
H -16.900 17.116 -26.882
H -18.657 17.310 -26.586
H -18.184 14.888 -27.015
H -18.683 15.083 -25.358
Cl -17.617 21.705 -21.589
C -17.419 20.278 -22.606
C -18.582 19.225 -22.555
Cl -18.906 18.786 -20.827
H -16.461 19.845 -22.316
H -17.123 20.606 -23.602
H -18.319 18.342 -23.137
H -19.555 19.537 -22.933
C -17.886 14.626 -23.115
C -19.086 15.371 -22.417
C -19.603 16.507 -23.225
O -20.224 14.563 -22.342
H -17.295 13.985 -22.461
H -17.037 15.141 -23.563
H -18.310 13.980 -23.884
H -18.657 15.771 -21.498
H -19.182 16.387 -24.223
H -19.411 17.484 -22.781
H -20.687 16.603 -23.291
H -20.080 13.962 -21.608
O -21.372 15.474 -18.735
C -21.045 16.502 -19.314
N -22.066 17.357 -19.354
C -19.678 16.739 -20.031
H -22.042 17.982 -20.146
H -22.895 17.007 -18.895
H -19.110 17.309 -19.295
H -19.663 17.360 -20.926
H -19.188 15.805 -20.307
O -18.571 12.867 -22.083
C -18.460 12.004 -21.260
N -17.260 11.876 -20.815
C -19.658 11.188 -20.802
H -16.586 12.583 -21.072
H -16.913 11.162 -20.191
H -20.179 10.646 -21.591
H -20.310 11.674 -20.076
H -19.309 10.286 -20.298
O -20.552 18.258 -21.988
C -21.680 17.845 -22.392
N -22.194 16.743 -22.033
C -22.528 18.702 -23.332
H -21.533 16.148 -21.555
H -22.916 16.371 -22.635
H -22.316 19.732 -23.047
H -23.606 18.555 -23.261
H -22.103 18.632 -24.333
```

# 3
ORCA calculation (the ωB97M-V functional and the def2-TZVPD basis) on a cluster of 3 separate species, C17H39FNO10P in total at a distorted geometry.

LUMO level: -0.37 eV
Total charge: 0
HOMO level: -9.17 eV
Spin multiplicity: 1
Kohn-Sham gap: 8.80 eV
SMILES: CC(C)=NO[P@](=O)(O)O[C@H](C)F.COCCOCCOC.COCCOCCOC
Energy: -1919.32051 a.u.

```
69
C17H39FNO10P (the ωB97M-V functional and the def2-TZVPD basis)
C -2.017 -0.840 1.943
C -1.829 -2.335 1.546
C -0.790 -2.651 0.418
N -2.479 -3.336 2.141
O -2.223 -3.177 3.534
P -1.010 -4.204 4.061
O -0.374 -5.008 2.945
O -1.737 -5.294 5.110
O 0.119 -3.423 5.009
C 0.757 -2.377 4.303
C 2.229 -2.692 3.885
F 0.810 -1.285 5.180
H -1.054 -0.318 1.692
H -2.125 -0.739 3.056
H -2.884 -0.341 1.460
H -0.196 -1.732 0.189
H -0.063 -3.387 0.858
H -1.284 -3.093 -0.479
H -2.190 -5.914 4.519
H 0.213 -2.024 3.398
H 2.718 -1.697 3.716
H 2.179 -3.175 2.873
H 2.781 -3.302 4.629
C 0.474 0.476 -6.499
O 0.963 -0.637 -5.772
C 1.237 -0.381 -4.404
C 0.457 -1.279 -3.444
O -0.963 -1.201 -3.458
C -1.661 -1.565 -4.643
C -1.529 -3.005 -5.137
O -0.203 -3.373 -5.475
C 0.305 -4.502 -4.787
H 1.286 0.921 -7.081
H -0.289 0.121 -7.195
H 0.021 1.235 -5.855
H 1.071 0.670 -4.149
H 2.303 -0.587 -4.253
H 0.749 -0.976 -2.432
H 0.773 -2.318 -3.524
H -1.441 -0.853 -5.438
H -2.719 -1.409 -4.411
H -2.126 -3.095 -6.051
H -1.963 -3.685 -4.395
H -0.252 -4.730 -3.872
H 1.342 -4.300 -4.511
H 0.290 -5.371 -5.452
C 1.861 5.678 -0.107
O 0.729 5.628 0.743
C -0.311 4.772 0.300
C -0.673 3.675 1.300
O 0.334 2.731 1.647
C 1.506 3.200 2.301
C 1.347 3.862 3.669
O 0.556 5.038 3.645
C -0.567 5.030 4.507
H 1.821 6.584 -0.720
H 2.755 5.730 0.518
H 1.945 4.799 -0.751
H -0.081 4.328 -0.673
H -1.200 5.400 0.167
H -1.472 3.085 0.839
H -1.121 4.088 2.202
H 2.084 3.828 1.623
H 2.125 2.310 2.454
H 2.345 4.159 4.009
H 0.961 3.129 4.386
H -0.857 4.021 4.818
H -1.411 5.478 3.979
H -0.353 5.638 5.391
```

# 4
ORCA calculation (the ωB97M-V functional and the def2-TZVPD basis) on a cluster of 2 separate species, C17H39N3O2 in total.

LUMO level: -0.42 eV
Total charge: 0
HOMO level: -3.93 eV
Spin multiplicity: 1
Kohn-Sham gap: 3.51 eV
Energy: -985.65028 a.u.

```
61
C17H39N3O2 (the ωB97M-V functional and the def2-TZVPD basis)
C -3.777 0.527 4.451
C -4.213 0.438 3.003
O -4.436 -0.946 2.722
C -3.242 1.091 2.022
N -1.835 0.766 2.158
C -1.183 0.164 1.018
C -0.806 -1.301 1.238
O -0.114 -1.465 2.411
C -0.981 -1.531 3.662
C -0.166 -2.388 4.602
C 1.222 -1.793 4.925
N 1.291 -0.325 4.941
H -3.651 1.571 4.747
H -2.839 -0.018 4.588
H -4.537 0.071 5.088
H -5.162 0.982 2.875
H -4.343 -1.085 1.774
H -3.406 2.176 2.113
H -3.586 0.831 1.007
H -1.617 0.183 3.002
H -1.838 0.248 0.132
H -0.248 0.703 0.764
H -0.120 -1.614 0.423
H -1.716 -1.926 1.164
H -1.866 -2.107 3.333
H -0.741 -2.478 5.532
H 0.004 -3.419 4.236
H 1.563 -2.165 5.898
H 1.949 -2.151 4.192
H 0.383 0.006 5.260
H 1.293 -0.030 3.969
C 1.445 2.416 -5.533
C 0.431 1.286 -5.394
C -0.194 1.154 -4.003
C 0.687 1.118 -2.761
N 1.506 -0.133 -2.499
C 2.669 -0.290 -3.444
C 3.752 0.604 -2.870
C 3.636 0.370 -1.356
C 2.165 0.011 -1.134
C 0.619 -1.331 -2.511
H 2.208 2.395 -4.753
H 1.963 2.359 -6.490
H 0.955 3.390 -5.481
H 0.864 0.338 -5.725
H -0.395 1.468 -6.084
H -0.881 0.306 -3.991
H -0.831 2.027 -3.831
H 0.037 1.199 -1.889
H 1.387 1.952 -2.721
H 2.966 -1.338 -3.391
H 2.357 -0.060 -4.456
H 3.562 1.648 -3.121
H 4.731 0.347 -3.270
H 3.926 1.245 -0.780
H 4.271 -0.455 -1.041
H 1.602 0.756 -0.578
H 2.044 -0.938 -0.618
H 0.219 -1.477 -3.510
H -0.185 -1.182 -1.791
H 1.207 -2.197 -2.220
```

# 5
ORCA calculation (the ωB97M-V functional and the def2-TZVPD basis) on a cluster of 3 separate species, C17H39N3O3 in total at a distorted geometry.

LUMO level: 0.60 eV
Total charge: 0
HOMO level: -9.19 eV
Spin multiplicity: 1
Energy above the lowest of the compared OMol25 structures with the same formula, charge and spin: 36.8 kJ/mol
Kohn-Sham gap: 9.79 eV
SMILES: CCC[C@@H](C)[C@H]1CCNC1=O.COC[C@@H](C)N.COC[C@@H](C)N
Energy: -1061.05911 a.u.

```
62
C17H39N3O3 (the ωB97M-V functional and the def2-TZVPD basis)
C 2.933 -1.834 -4.768
C 1.769 -1.824 -3.772
C 2.093 -1.048 -2.485
C 1.721 0.444 -2.481
C 2.468 1.088 -1.309
C 1.953 1.159 -3.776
C 1.163 2.439 -4.051
C 1.726 2.745 -5.464
N 3.157 2.436 -5.342
C 3.343 1.723 -4.103
O 4.348 1.632 -3.529
H 2.931 -0.967 -5.422
H 3.870 -1.817 -4.226
H 2.886 -2.702 -5.410
H 1.493 -2.836 -3.511
H 0.916 -1.358 -4.260
H 3.143 -1.186 -2.249
H 1.530 -1.515 -1.682
H 0.673 0.498 -2.202
H 3.471 0.700 -1.233
H 2.525 2.169 -1.387
H 1.982 0.838 -0.375
H 1.739 0.594 -4.672
H 0.119 2.209 -4.204
H 1.390 3.277 -3.408
H 1.504 3.754 -5.786
H 1.310 2.080 -6.218
H 3.502 1.814 -6.062
C -2.841 0.494 -1.625
O -1.899 0.324 -0.582
C -1.762 1.437 0.285
C -2.841 1.543 1.373
C -4.188 2.044 0.862
N -3.042 0.269 2.069
H -2.862 1.525 -1.989
H -3.841 0.190 -1.308
H -2.544 -0.159 -2.447
H -0.798 1.300 0.781
H -1.687 2.368 -0.294
H -2.481 2.272 2.105
H -4.746 1.269 0.338
H -4.808 2.370 1.698
H -4.064 2.894 0.187
H -2.165 -0.009 2.505
H -3.201 -0.445 1.361
C 0.831 -0.690 6.151
O 0.004 -0.796 5.007
C -0.342 -2.116 4.632
C -1.502 -2.736 5.427
C -1.115 -3.191 6.831
N -2.648 -1.827 5.522
H 1.544 -1.517 6.212
H 0.236 -0.644 7.066
H 1.388 0.243 6.071
H -0.655 -2.043 3.586
H 0.545 -2.763 4.651
H -1.823 -3.625 4.875
H -1.039 -2.358 7.528
H -1.873 -3.867 7.226
H -0.161 -3.723 6.826
H -2.974 -1.611 4.583
H -2.305 -0.937 5.873
```

# 6
ORCA calculation (the ωB97M-V functional and the def2-TZVPD basis) on a cluster of 4 separate species, C17H39N4O6S in total at a distorted geometry.

LUMO level: -2.89 eV
Total charge: +1
HOMO level: -10.90 eV
Spin multiplicity: 1
Kohn-Sham gap: 8.02 eV
Energy: -1739.39472 a.u.

```
67
C17H39N4O6S (the ωB97M-V functional and the def2-TZVPD basis)
C 2.825 -2.746 -1.265
C 1.858 -1.663 -0.458
C 0.402 -1.615 -1.208
C -0.776 -0.811 -0.403
S -0.189 0.599 0.679
C 0.598 2.003 -0.349
O -1.491 1.250 1.290
O 0.675 0.181 1.896
C -1.644 -1.887 0.481
O -2.961 -2.215 -0.085
C -2.898 -2.468 -1.537
C -2.251 -1.242 -2.418
N -1.678 -0.190 -1.490
H 3.173 -3.646 -0.593
H 2.151 -3.209 -2.134
H 3.728 -2.185 -1.759
H 2.425 -0.623 -0.520
H 1.806 -2.008 0.672
H 0.581 -1.243 -2.309
H 0.034 -2.748 -1.290
H -0.246 2.817 -0.569
H 1.428 2.574 0.278
H 0.991 1.638 -1.389
H -0.959 -2.809 0.709
H -1.850 -1.365 1.531
H -2.344 -3.462 -1.831
H -4.027 -2.585 -1.897
H -3.150 -0.720 -3.004
H -1.508 -1.626 -3.244
H -1.212 0.611 -1.986
H -2.493 0.238 -0.957
C 0.596 -1.800 4.303
C 1.193 -2.982 5.015
O 1.630 -3.958 4.408
N 1.241 -2.953 6.378
C 0.785 -1.910 7.265
H 0.628 -1.970 3.223
H -0.448 -1.671 4.602
H 1.172 -0.898 4.527
H 1.656 -3.783 6.783
H 1.638 -1.572 7.858
H 0.032 -2.338 7.932
H 0.356 -1.063 6.728
C -6.041 2.800 -2.463
C -5.200 1.689 -3.025
O -4.505 0.969 -2.310
N -5.220 1.487 -4.374
C -5.963 2.216 -5.375
H -5.920 2.837 -1.377
H -5.720 3.759 -2.879
H -7.096 2.621 -2.688
H -4.629 0.722 -4.675
H -6.613 1.509 -5.896
H -5.248 2.638 -6.086
H -6.566 3.018 -4.946
C 4.117 2.253 0.119
C 5.412 1.837 -0.521
O 5.469 0.938 -1.357
N 6.551 2.490 -0.148
C 6.693 3.563 0.808
H 3.301 1.642 -0.278
H 4.168 2.100 1.201
H 3.907 3.301 -0.108
H 7.380 2.155 -0.622
H 7.123 4.423 0.290
H 7.383 3.232 1.588
H 5.742 3.848 1.259
```

The lowest HOMO level belongs to which entry? C17H39BN8O2P

Which value of energy does entry 5 give? -1061.05911 a.u.